No. 1
A structure of composition C53H54N5P2S2Sr. Source: OMol25; level of theory: ωB97M-V with the def2-TZVPD basis set.

E_HOMO ... -8.698 eV
Total energy ... -104360.4848 eV
E_LUMO ... -0.11120 Eh
Kohn-Sham gap ... 0.20845 Ha

Structure (ORCA input):
```
! RIJCOSX wB97M-V def2-TZVPD def2/J DEFGRID3
* xyz 1 1
Sr 0.13209 -0.06821 1.38115
C -5.54951 4.22059 0.82325
C -4.82191 4.79599 -0.35125
C -5.23241 5.97369 -0.96015
C -4.53841 6.50559 -2.03415
C -3.40931 5.86539 -2.51515
C -2.99201 4.68119 -1.93305
C -3.69561 4.14209 -0.86135
N -3.34871 2.88579 -0.31685
C -2.16871 2.44069 0.20045
N -1.14171 3.33519 0.17635
C -0.14191 3.58019 1.14575
C 0.08619 2.70419 2.24235
C 0.87629 3.26559 3.27425
C 1.44249 4.53499 3.19525
C 1.31909 5.28309 2.03895
C 0.52799 4.81839 1.00115
C 0.42019 5.63979 -0.25525
N -2.07901 1.23149 0.73505
C -3.27991 0.45989 0.76255
C -3.88921 -0.00221 -0.41115
C -4.99811 -0.83291 -0.36665
C -5.53711 -1.19261 0.85645
C -4.97771 -0.69601 2.02735
C -3.86581 0.13709 2.00485
C -3.25041 0.67529 3.26085
H -6.25781 4.94339 1.21635
H -4.84941 3.94059 1.60905
H -6.10741 3.32999 0.53575
H -6.10561 6.48159 -0.58055
H -4.87971 7.41659 -2.49915
H -2.85951 6.27399 -3.34885
H -2.14361 4.14589 -2.32955
H -4.13891 2.28549 -0.10395
H -1.39841 4.19739 -0.30885
H 1.01319 2.68399 4.17705
H 2.00679 4.93389 4.02235
H 1.81879 6.23739 1.95335
H 1.22059 6.37439 -0.28045
H -0.52661 6.17639 -0.30375
H 0.51769 5.00529 -1.13075
H -3.45181 0.27269 -1.36035
H -5.43791 -1.19671 -1.28365
H -6.39131 -1.85091 0.89625
H -5.42051 -0.96761 2.97415
H -3.80601 0.33579 4.13115
H -3.22501 1.76809 3.23715
H -2.17221 0.35239 3.25635
C 3.83899 -4.60701 -4.54245
S 3.61059 -5.41601 -2.93185
C 4.83139 -4.51251 -1.89925
C 4.15399 -3.79331 -0.75085
C 3.05009 -2.86761 -1.24525
N 2.48219 -2.20781 -0.14455
P 2.15529 -0.54351 0.06065
C 3.80259 0.15169 0.22665
C 4.18089 0.59719 1.48365
C 5.52059 0.80349 1.74785
C 6.46279 0.56609 0.76055
C 6.07099 0.17429 -0.51035
C 4.73509 -0.03651 -0.78255
C 1.58189 0.11669 -1.50465
C 1.09149 -0.71881 -2.49445
C 0.42659 -0.19621 -3.58655
C 0.18379 1.16449 -3.64615
C 0.59009 1.99479 -2.60885
C 1.28909 1.47829 -1.53675
P 0.69239 -2.11441 0.08265
C 0.50989 -3.89571 0.04635
C 1.03829 -4.56561 1.13765
C 1.05799 -5.94151 1.14215
C 0.57989 -6.62451 0.03455
C 0.12089 -5.94611 -1.08465
C 0.09829 -4.56671 -1.08745
C 0.82419 -1.99071 1.80565
C 1.92339 -1.31971 2.27505
C 1.94439 -0.93071 3.59405
C 0.82089 -1.09701 4.39125
C -0.29761 -1.73361 3.88115
C -0.29231 -2.13121 2.55265
H 3.19389 -5.13371 -5.23865
H 4.87429 -4.69941 -4.85785
H 3.54349 -3.56111 -4.48935
H 5.35139 -3.81631 -2.55775
H 5.54289 -5.24381 -1.51435
H 4.88009 -3.19611 -0.17965
H 3.69949 -4.52241 -0.06485
H 2.28059 -3.49151 -1.74145
H 3.45229 -2.15901 -1.99005
H 3.42009 0.77339 2.23645
H 5.82809 1.12519 2.73045
H 7.51219 0.68659 0.98075
H 6.80749 0.01059 -1.28395
H 4.41509 -0.35271 -1.77175
H 1.20869 -1.80111 -2.40185
H 0.08989 -0.85991 -4.37085
H -0.34231 1.56909 -4.49635
H 0.36439 3.05019 -2.63795
H 1.57209 2.10339 -0.69115
H 1.44389 -3.98341 1.97685
H 1.44859 -6.46851 2.00145
H 0.57899 -7.70361 0.03705
H -0.21441 -6.48731 -1.95835
H -0.23831 -3.99401 -1.95185
H 2.90699 -1.52581 1.81905
H 2.85799 -0.53591 4.00945
H 0.86089 -0.81741 5.43115
H -1.14811 -1.94901 4.51015
H -1.09131 -2.70061 2.12285
S -3.15511 -3.89961 -1.18685
C -2.45931 -2.61931 -2.11225
C -1.69461 -1.83251 -1.31945
N -1.63401 -2.21191 -0.01635
C -2.33861 -3.27801 0.18775
H -2.64011 -2.53381 -3.16405
H -1.13481 -0.97101 -1.64325
H -2.41411 -3.78421 1.13075
*
```



No. 2
A structure of composition C53H57Cl3GeN5O3P3SiTeY. Source: OMol25; level of theory: ωB97M-V with the def2-TZVPD basis set.

Expectation value of S² ... 0.76
E_HOMO (spin up / spin down) ... -7.480 / -7.481 eV
Total energy ... -207650.3878 eV
E_LUMO (spin up / spin down) ... -0.00399 / -0.07069 Eh
Kohn-Sham gap (spin up / spin down) ... 0.27090 / 0.20422 Ha

Structure (ORCA input):
```
! RIJCOSX wB97M-V def2-TZVPD def2/J DEFGRID3
* xyz 0 2
Y 1.29127 0.16633 0.40100
Te -4.16368 -2.41189 1.46453
C -3.67258 -4.44699 1.79763
C -3.24891 -5.27695 0.76688
C -2.89581 -6.58661 1.06329
N -2.95981 -7.10981 2.28671
C -3.39047 -6.31485 3.26403
C -3.74816 -4.98522 3.07633
C -2.25501 -1.82680 0.81107
P -1.80317 -1.65631 -0.86236
C -3.10754 -2.26156 -1.95979
C -2.97093 -3.41297 -2.73385
C -4.01659 -3.83865 -3.54304
C -5.19821 -3.11454 -3.58763
C -5.33416 -1.95865 -2.82955
C -4.29205 -1.53277 -2.02345
C -0.37362 -2.69918 -1.26182
C -0.10399 -3.90222 -0.61163
C 0.96113 -4.68745 -1.02523
C 1.76193 -4.27560 -2.08368
C 1.50071 -3.07674 -2.73170
C 0.43697 -2.28908 -2.32102
P -1.17256 -0.84404 1.87556
C -2.16388 0.51250 2.59407
C -3.20383 0.30197 3.50364
C -3.91344 1.37762 4.01862
C -3.58370 2.67649 3.65198
C -2.52500 2.90065 2.78513
C -1.81838 1.82275 2.26945
C -0.86618 -1.92683 3.29371
C -0.43781 -1.36630 4.49637
C -0.11867 -2.18119 5.57059
C -0.22824 -3.56128 5.45602
C -0.65498 -4.12349 4.26217
C -0.96791 -3.30885 3.18215
H -3.19561 -4.92044 -0.25193
H -2.54841 -7.24753 0.27312
H -3.44201 -6.75382 4.25706
H -4.05232 -4.38374 3.92487
H -2.04572 -3.97387 -2.70990
H -3.90624 -4.73670 -4.13903
H -6.01316 -3.44797 -4.22004
H -6.25502 -1.38744 -2.86727
H -4.39565 -0.63236 -1.43703
H -0.73066 -4.22540 0.20833
H 1.16770 -5.62343 -0.51854
H 2.59811 -4.88860 -2.39846
H 2.13461 -2.74333 -3.54509
H 0.25128 -1.33843 -2.81262
H -3.44373 -0.69999 3.82275
H -4.71833 1.20067 4.72200
H -4.13903 3.51274 4.06157
H -2.23560 3.91326 2.52386
H -0.96055 2.01222 1.63374
H -0.33021 -0.29242 4.58777
H 0.22606 -1.73765 6.49638
H 0.02146 -4.19676 6.29815
H -0.74742 -5.19957 4.16645
H -1.29384 -3.75937 2.25381
C 4.29488 -0.44572 -3.70576
Si 4.15539 -0.05491 -1.85113
C 5.49536 1.16407 -1.30134
C 4.64544 -1.68621 -1.06031
N 2.54233 0.59310 -1.50835
C 2.14221 1.57195 -2.40131
C 3.01903 2.29580 -3.24395
C 2.60412 3.31378 -4.08424
C 1.27470 3.68817 -4.12734
C 0.37009 3.00203 -3.32921
C 0.79484 1.96392 -2.51270
O -0.12154 1.27002 -1.68785
C -1.46087 1.47251 -2.02585
C -2.29289 2.13122 -1.14508
C -3.60769 2.39796 -1.51722
C -4.07193 2.02032 -2.76583
C -3.23200 1.32877 -3.63293
C -1.93040 1.03948 -3.26208
H 5.22209 -0.05002 -4.13480
H 3.46936 -0.05885 -4.30674
H 4.32071 -1.53435 -3.82866
H 6.40499 1.04088 -1.90244
H 5.77475 0.97909 -0.25982
H 5.19323 2.21394 -1.36284
H 5.51913 -2.01064 -1.64301
H 3.87355 -2.45015 -1.13205
H 4.95831 -1.60825 -0.01573
H 4.07887 2.07561 -3.22038
H 3.33981 3.82633 -4.69384
H 0.93287 4.49606 -4.76262
H -0.66957 3.28536 -3.34951
H -1.91451 2.45730 -0.18825
H -4.25816 2.92334 -0.82630
H -5.08874 2.25041 -3.06231
H -3.59518 1.00543 -4.60102
H -1.25957 0.51753 -3.93375
Cl 1.63293 1.25992 2.91500
Ge 3.84188 0.47312 2.07629
Cl 4.57378 -0.53833 3.87330
Cl 4.83737 2.44253 2.37092
C 0.54326 6.48895 1.26182
N 0.41035 6.10170 -0.14306
C 1.69087 6.34173 -0.81526
N 2.82702 5.68581 -0.17463
C 2.88244 6.08480 1.23029
N 1.63965 5.82521 1.96043
C 1.40378 4.38399 2.10420
P 1.22675 3.50955 0.47375
C 0.00183 4.69915 -0.26493
C 2.74491 4.22981 -0.31229
H -0.39549 6.27622 1.78063
H 0.72075 7.56620 1.29958
H 1.87343 7.41883 -0.81406
H 1.61836 5.99874 -1.84952
H 3.08201 7.15727 1.27333
H 3.70016 5.55576 1.72007
H 0.50586 4.21774 2.70736
H 2.23302 3.93522 2.64784
H -0.96184 4.57550 0.24097
H -0.15566 4.45537 -1.31459
H 2.75537 3.96478 -1.36769
H 3.61700 3.77133 0.15207
C 2.75174 -3.68509 1.65836
C 2.18802 -2.32879 1.35351
O 2.09260 -1.93004 0.14494
O 1.83181 -1.56501 2.27328
H 3.06324 -4.19906 0.75158
H 1.99535 -4.27070 2.18754
H 3.59597 -3.55916 2.33941
*
```



No. 3
A cluster of 12 separate species, C53H60N12 in total. Source: OMol25; level of theory: ωB97M-V with the def2-TZVPD basis set.

Expectation value of S² ... 0.76
E_HOMO (spin up / spin down) ... -9.542 / -9.542 eV
Total energy ... -73803.8065 eV
E_LUMO (spin up / spin down) ... -0.11316 / -0.25815 Eh
Kohn-Sham gap (spin up / spin down) ... 0.23752 / 0.09253 Ha

Structure (ORCA input):
```
! RIJCOSX wB97M-V def2-TZVPD def2/J DEFGRID3
* xyz 1 2
N 3.32561 -2.69741 0.24520
C 2.72020 -2.79384 -0.98748
C 3.61437 -2.29395 -1.94841
C 4.67993 -1.75526 -1.26049
C 4.49071 -2.11801 0.06288
H 2.97293 -3.08310 1.10948
H 1.81015 -3.36248 -1.10940
H 3.57790 -2.50573 -3.00681
H 5.61510 -1.32756 -1.59057
H 5.06574 -1.90700 0.95239
N -2.44614 -2.24113 -3.26789
C -1.91961 -3.31102 -3.88725
C -0.53730 -3.30733 -3.70916
C -0.25126 -2.10324 -3.06163
C -1.43984 -1.48047 -2.68814
H -3.42367 -1.99684 -3.33773
H -2.62051 -4.02148 -4.30003
H 0.20989 -3.99973 -4.06787
H 0.73744 -1.77206 -2.78025
H -1.68413 -0.57237 -2.15703
N 4.91749 0.78234 3.74834
C 3.84572 1.01813 2.89291
C 3.05158 -0.05804 2.83520
C 3.56520 -0.98092 3.73278
C 4.78081 -0.47367 4.28920
H 5.57999 1.51013 3.97534
H 3.86151 1.87130 2.23092
H 2.15266 -0.17331 2.24778
H 3.13577 -1.95618 3.90848
H 5.46835 -0.94824 4.97364
N -2.16227 -4.11157 -0.63363
C -3.21684 -5.04091 -0.53315
C -2.91509 -5.96686 0.47809
C -1.62493 -5.71601 0.99346
C -1.24097 -4.51799 0.29448
H -2.04092 -3.35984 -1.29717
H -4.05721 -4.96478 -1.20722
H -3.62596 -6.69390 0.84205
H -1.19969 -6.27829 1.81163
H -0.38574 -3.86893 0.41147
N -3.52385 -2.89071 1.95589
C -4.53499 -2.21138 1.37197
C -4.93741 -1.15004 2.13337
C -4.16838 -1.21272 3.31155
C -3.25270 -2.25780 3.16710
H -3.08586 -3.70326 1.54598
H -4.92918 -2.61136 0.44945
H -5.66918 -0.38186 1.93138
H -4.32822 -0.59366 4.18195
H -2.48659 -2.61766 3.83789
N -2.85687 2.79354 4.71633
C -1.77625 3.48711 5.20253
C -0.59398 2.94898 4.60839
C -0.98351 1.82499 3.87764
C -2.38311 1.86431 3.83453
H -3.82257 2.86450 5.00352
H -1.91783 4.28459 5.91692
H 0.42472 3.30547 4.64822
H -0.26000 1.28831 3.28188
H -3.08485 1.30080 3.23750
N -0.48198 4.26450 -1.74555
C 0.66454 5.02801 -1.50341
C 0.62672 6.08857 -2.38156
C -0.54314 6.08100 -3.10278
C -1.26382 4.93451 -2.68736
H -0.70012 3.44278 -1.20029
H 1.36696 4.70268 -0.75030
H 1.43891 6.79849 -2.43404
H -0.87519 6.83347 -3.80273
H -2.20329 4.58060 -3.08554
N 4.01019 3.12661 -0.00646
C 4.50579 4.37817 -0.31706
C 4.99743 4.68163 -1.54074
C 4.91836 3.65704 -2.52047
C 4.48006 2.38481 -2.25850
C 4.03598 2.13809 -0.94545
H 4.51633 5.12317 0.46478
H 5.37956 5.63596 -1.87186
H 5.28422 4.04571 -3.45934
H 4.49023 1.59208 -2.99190
H 3.56608 1.19710 -0.70020
N -5.82958 3.18002 0.54686
C -4.60447 3.70730 0.34999
C -4.22614 4.18772 -0.86765
C -5.14083 4.08903 -1.95298
C -6.39665 3.49251 -1.74893
C -6.70879 3.05821 -0.47396
H -3.99542 3.82753 1.23373
H -3.22188 4.58162 -0.91971
H -4.86435 4.46050 -2.92867
H -7.07520 3.39343 -2.58330
H -7.69611 2.63827 -0.35054
N 1.38997 0.26977 -6.31196
C 1.38790 1.61059 -6.50186
C 1.61199 2.51364 -5.48593
C 1.64406 2.03740 -4.14000
C 1.56740 0.65103 -3.90280
C 1.48123 -0.20401 -5.01518
H 1.37636 2.01632 -7.50268
H 1.66568 3.57666 -5.66899
H 1.59778 2.65959 -3.25845
H 1.45751 0.30969 -2.88407
H 1.45623 -1.27828 -4.90695
N -0.72420 1.80661 -0.33699
C -1.68733 1.06824 0.19630
C -1.48059 -0.29743 0.55993
C -0.24590 -0.90459 0.36178
C 0.79068 -0.08003 -0.08787
C 0.47505 1.19044 -0.54795
H -2.59705 1.59893 0.43541
H -2.30675 -0.82164 1.01717
H -0.07372 -1.88037 0.79142
H 1.77908 -0.48505 -0.24727
H 1.20481 1.79012 -1.07162
N 1.77429 -4.27636 2.28695
C 2.18884 -5.55961 2.40714
C 1.85646 -6.34874 3.54525
C 1.04759 -5.73991 4.50452
C 0.72864 -4.42335 4.46256
C 1.08303 -3.66246 3.30364
H 2.85460 -5.95977 1.65677
H 2.14525 -7.38726 3.61216
H 0.84606 -6.29583 5.40826
H 0.10198 -3.98332 5.22419
H 0.93223 -2.59675 3.21471
*
```